Density functional theory data (ωB97M-V/def2-TZVPD) for the molecule C3H3ClO2 in a non-equilibrium geometry.

Bonds (Å) are listed after each position.
CARTESIAN COORDINATES (ANGSTROEM)
1 Cl -2.40 -0.02 0.04  C6 1.755
2 O -0.02 0.75 -0.85  C4 1.321, C6 1.332
3 O 0.32 -1.15 0.41  C4 1.457, C5 1.265
4 C 0.35 0.30 0.34  O2 1.321, O3 1.457, C6 1.436, H7 1.101
5 C 0.85 -1.94 -0.43  O3 1.265, H8 1.136
6 C -0.93 0.93 0.11  Cl1 1.755, O2 1.332, C4 1.436, H9 1.112
7 H 1.29 0.64 0.80  C4 1.101
8 H 1.59 -1.39 -1.09  C5 1.136
9 H -1.05 1.89 0.66  C6 1.112

Results
* 2S+1: 1
* energy relative to the best compared isomer or geometry (same formula, charge and spin): 114.3 kcal/mol
* net charge: 0